Record 1
The following is a quantum chemistry calculation of C27H21I2N2O6SeTeV as an isolated structure, from the Open Molecules 2025 dataset.

The geometry in XYZ format:
```
61
Properties=species:S:1:pos:R:3:forces:R:3
V 1.04951 -1.83615 -0.88701 0.4 0.9 0.1
O -1.47787 -0.24044 0.44545 0.0 0.0 0.0
C -2.08800 -1.28321 1.21162 0.0 0.0 0.0
C -1.36470 -2.60989 0.87232 0.1 0.0 0.0
O -1.84361 -3.65911 1.22536 0.0 0.0 0.0
O -0.22251 -2.48154 0.26225 -0.4 -0.3 0.2
C -1.86375 -1.07140 2.70634 0.0 0.0 0.0
C -0.85549 -0.22773 3.15057 0.0 0.0 0.0
C -0.59531 -0.10314 4.50982 0.0 0.0 0.0
C -1.34288 -0.81826 5.43031 0.0 0.0 0.0
C -2.34859 -1.66956 4.98775 0.0 0.0 0.0
C -2.60410 -1.80117 3.63344 0.0 0.0 0.0
C -3.56004 -1.33002 0.82211 0.0 0.0 0.0
C -4.43802 -0.42447 1.41343 0.0 0.0 0.0
C -5.75589 -0.33471 0.98952 0.0 0.0 0.0
C -6.21129 -1.15361 -0.03310 0.0 0.0 0.0
C -5.34121 -2.05564 -0.62842 0.0 0.0 0.0
C -4.02294 -2.14398 -0.20594 0.0 0.0 0.0
H -2.11071 0.48589 0.39090 0.0 0.0 0.0
H -0.25087 0.31184 2.43517 0.0 0.0 0.0
H 0.21322 0.53566 4.84112 0.0 0.0 0.0
H -1.13221 -0.72939 6.48859 0.0 0.0 0.0
H -2.92617 -2.24481 5.70062 0.0 0.0 0.0
H -3.36600 -2.48671 3.28521 0.0 0.0 0.0
H -4.08917 0.20430 2.22464 0.0 0.0 0.0
H -6.42640 0.37163 1.46284 0.0 0.0 0.0
H -7.23992 -1.08939 -0.36504 0.0 0.0 0.0
H -5.68757 -2.69556 -1.42986 0.0 0.0 0.0
H -3.35633 -2.85229 -0.67866 0.0 0.0 0.0
O 4.41046 -2.22457 -2.23941 -0.1 -0.3 -0.2
N 3.25194 -2.18887 -1.97243 0.2 0.4 0.1
O 2.44923 -1.29553 -2.40208 0.1 -0.2 0.2
O 2.68815 -2.99007 -1.13910 0.0 -0.2 -0.2
I 2.59234 -1.52082 1.86949 -0.1 -0.1 -0.1
I 3.90884 -1.92231 4.73178 0.0 0.0 0.0
Se -0.82580 -1.44287 -2.54678 0.0 -0.2 -0.2
C 0.08335 -1.52107 -4.14555 0.0 -0.1 0.0
N 0.65751 -1.56448 -5.14658 -0.1 0.1 0.0
Te 1.37658 0.92158 -0.23652 0.0 0.0 0.1
C 3.45284 1.30147 -0.44396 0.0 0.0 0.0
C 4.19677 1.55641 0.70249 0.0 0.0 0.0
C 5.55529 1.81326 0.59968 0.0 0.0 0.0
C 6.17050 1.82113 -0.64436 0.0 0.0 0.0
C 5.42417 1.57377 -1.78632 0.0 0.0 0.0
C 4.06314 1.31527 -1.69032 0.0 0.0 0.0
C 0.86817 2.09901 -1.92673 0.0 0.0 0.0
C 0.43352 3.39995 -1.69821 0.0 0.0 0.0
C 0.10463 4.22208 -2.76804 0.0 0.0 0.0
C 0.20768 3.74352 -4.06607 0.0 0.0 0.0
C 0.64078 2.44462 -4.29499 0.0 0.0 0.0
C 0.96956 1.62021 -3.22838 0.0 0.0 0.0
H 3.72553 1.52525 1.67596 0.0 0.0 0.0
H 6.13346 1.99527 1.49654 0.0 0.0 0.0
H 7.23354 2.01212 -0.72156 0.0 0.0 0.0
H 5.89986 1.56561 -2.75876 0.0 0.0 0.0
H 3.49516 1.10800 -2.58617 0.0 0.0 0.0
H 0.35389 3.77537 -0.68474 0.0 0.0 0.0
H -0.23289 5.23462 -2.58498 0.0 0.0 0.0
H -0.05175 4.38290 -4.90059 0.0 0.0 0.0
H 0.71946 2.06240 -5.30477 0.0 0.0 0.0
H 1.30291 0.60962 -3.41990 0.0 0.0 0.0
```
Forces are in eV/Å.

## Properties
Energy relative to the best compared isomer or geometry (same formula, charge and spin)   4.6 kcal/mol
2S+1   4
LUMO level (alpha / beta)   1.683 / 0.503 eV
Molar mass   980.79 g/mol
Charge   -1
Expectation value of S²   3.786

Results of the Mulliken charge analysis, in e, for atoms 1 through 5: 0.88, 0.13, 2.50, -0.41, -0.63


Record 2
The following is a quantum chemistry calculation of C27H21N13OSW as an isolated structure, from the Open Molecules 2025 dataset.

The geometry in XYZ format:
```
64
Properties=species:S:1:pos:R:3:forces:R:3
W -0.16912 0.37854 0.39767 -2.0 -0.5 0.2
O 3.57124 -1.50981 0.04931 -0.9 0.7 -0.4
C 2.53838 -0.86726 -0.15833 0.4 -0.9 1.1
N 1.47976 -0.75252 0.67646 0.3 -0.3 0.2
C 1.46356 -1.48947 1.91725 -0.1 -0.4 0.7
C 0.07574 -1.14491 2.54788 1.0 0.7 0.5
C -0.16535 -1.80267 3.85062 -0.4 -0.7 0.5
C -1.27657 -2.54330 4.06017 1.3 0.5 0.3
C -2.22542 -2.70194 3.02265 -0.5 0.3 -1.5
C -1.99719 -2.08024 1.81159 -1.2 -1.0 0.5
N -0.90796 -1.38671 1.51266 1.1 2.0 -0.5
C 2.28394 -0.06870 -1.36497 -1.2 1.1 -1.0
C 3.24552 0.13411 -2.34589 0.0 -0.2 0.1
C 2.94538 0.89322 -3.45558 -1.0 0.2 0.1
C 1.64267 1.41463 -3.55579 1.0 -0.3 -0.3
C 0.73912 1.17174 -2.55574 -0.7 -0.3 0.8
N 1.01920 0.46630 -1.43701 2.5 -0.2 -1.6
H 2.28981 -1.20096 2.58500 -0.2 0.0 -0.1
H 1.52843 -2.57242 1.73631 0.0 0.2 -0.1
H 0.57159 -1.62930 4.61923 0.0 0.0 0.2
H -1.44777 -3.01663 5.01841 0.0 0.0 0.1
H -3.11047 -3.29627 3.17133 -0.2 0.0 -0.1
H -2.73433 -2.17028 1.01632 0.0 0.0 0.0
H 4.20820 -0.33469 -2.20821 0.1 0.0 0.1
H 3.66378 1.05885 -4.24418 0.1 0.0 0.0
H 1.34251 1.99597 -4.41611 0.0 0.0 0.0
H -0.28239 1.53396 -2.64236 0.2 0.0 0.1
N -3.59547 0.37248 -1.01095 -0.1 -0.1 -0.1
C -2.71554 -0.61725 -1.37146 0.5 -0.1 0.0
N -2.98155 -1.67286 -2.12441 -0.8 1.0 0.3
N -1.82608 -2.32815 -2.20613 0.6 -0.3 -0.2
N -0.90811 -1.72494 -1.55545 0.8 -0.7 -0.2
N -1.41277 -0.60880 -1.00126 -1.0 -0.1 -0.4
C -3.34768 1.09397 0.13344 0.3 0.3 0.5
N -4.24186 1.78824 0.81563 -0.2 -0.7 -1.3
N -3.55412 2.33227 1.81492 0.4 0.4 0.6
N -2.32647 1.99417 1.76621 0.3 0.4 0.8
N -2.11912 1.19773 0.69743 -0.9 0.0 -0.2
H -4.56174 0.24353 -1.26521 0.0 -0.1 0.1
S 0.60581 1.28311 3.82148 -0.6 -0.1 -1.0
C 0.08283 0.42199 2.53105 0.9 -1.2 0.9
C 4.60486 3.23303 0.23913 0.1 -0.1 0.0
C 3.72067 3.93364 -0.56605 0.0 0.0 0.0
C 2.37095 3.64792 -0.53825 -0.2 -0.2 -0.1
C 1.85498 2.63943 0.29288 0.8 0.1 0.1
C 2.76431 1.94883 1.10409 -0.2 0.1 0.1
C 4.11265 2.24697 1.07706 0.1 0.0 -0.1
N 0.48800 2.34652 0.29594 -0.1 -0.4 0.1
C -0.31772 3.48348 0.15798 -0.7 0.6 -0.1
C -1.36633 3.52710 -0.76785 0.4 -0.2 0.0
C -2.14307 4.66189 -0.90467 0.0 0.1 -0.1
C -1.87264 5.79179 -0.15131 -0.1 0.0 0.0
C -0.82967 5.76936 0.76179 0.0 0.1 -0.1
C -0.06722 4.63164 0.92055 0.0 -0.4 0.0
H 5.66211 3.45201 0.21314 0.1 0.1 0.0
H 4.08679 4.71343 -1.22138 0.0 0.0 0.0
H 1.68799 4.20456 -1.16527 0.0 0.0 0.0
H 2.40425 1.20256 1.79822 0.1 0.2 -0.1
H 4.77726 1.70771 1.73675 0.1 -0.1 0.0
H -1.55915 2.65907 -1.39216 -0.1 0.1 0.1
H -2.95134 4.66840 -1.62197 -0.1 0.0 0.0
H -2.47123 6.68059 -0.27797 -0.1 0.1 0.0
H -0.60259 6.64982 1.34734 0.0 0.0 0.1
H 0.74192 4.60447 1.63601 0.0 0.0 0.1
```
Forces are in eV/Å.

## Properties
Energy relative to the best compared isomer or geometry (same formula, charge and spin)   48.1 kcal/mol
2S+1   2
LUMO level (alpha / beta)   0.779 / 1.082 eV
Molar mass   759.46 g/mol
Charge   -1
Expectation value of S²   0.787

Results of the Mulliken charge analysis, in e, for atoms 1 through 5: 1.72, -0.77, 0.08, 0.31, -1.07


Record 3
The following is a quantum chemistry calculation of C27H21N8O2Re as an isolated structure, from the Open Molecules 2025 dataset.

The geometry in XYZ format:
```
59
Properties=species:S:1:pos:R:3:forces:R:3
Re 0.20234 0.03523 -0.36002 -0.4 -2.2 -0.7
N -3.88936 1.56331 -1.01268 -0.2 -0.1 0.1
C -2.62037 1.32175 -1.23058 0.1 0.2 0.0
N -1.82413 0.79877 -0.31034 0.4 0.5 0.3
C -2.33827 0.60178 1.00818 0.0 0.2 -0.1
N -1.50024 0.51924 1.98737 -0.2 -0.1 0.1
N -0.26472 0.80973 1.45623 0.6 -0.8 -0.4
C 0.44804 1.77378 1.90645 0.0 0.3 0.1
C 1.28385 2.41237 0.89235 0.0 -0.1 -0.1
C 2.15546 3.44738 1.09969 0.1 0.1 0.2
C 2.77231 4.03591 -0.01146 0.0 0.0 0.0
C 2.46537 3.58685 -1.28158 -0.1 0.0 0.0
C 1.57548 2.52956 -1.42288 -0.1 0.0 0.2
N 1.00179 1.95095 -0.36276 -0.1 0.8 -0.2
C -3.76955 0.59547 1.19051 0.0 -0.1 -0.2
C -4.39097 0.13568 2.35388 0.1 0.0 0.1
C -5.76249 0.21801 2.46745 0.0 0.0 0.0
C -6.52344 0.79069 1.44433 0.0 0.0 0.0
C -5.92124 1.26430 0.29276 -0.1 0.0 -0.1
C -4.54682 1.14156 0.16419 0.0 0.0 0.0
H -4.43902 2.01658 -1.73416 0.0 0.0 0.0
H -2.22262 1.55188 -2.21218 0.0 0.1 0.0
H 0.27814 2.18238 2.89873 -0.1 0.0 -0.1
H 2.35720 3.79270 2.10607 0.0 0.0 0.0
H 3.48577 4.83918 0.12451 0.0 0.0 0.0
H 2.91812 4.02592 -2.15992 0.0 0.0 0.0
H 1.32600 2.12182 -2.39374 0.1 0.0 0.0
H -3.78795 -0.27910 3.15114 0.0 0.0 0.0
H -6.25327 -0.14940 3.35853 0.0 0.0 0.0
H -7.59733 0.86807 1.55178 0.0 0.0 0.0
H -6.51190 1.71620 -0.49599 0.0 0.0 0.0
O 4.50373 1.26283 0.18956 0.0 0.0 0.0
C 5.10360 0.14614 -0.30162 -0.3 -0.1 -0.1
C 6.48321 0.15824 -0.38121 0.2 0.1 0.0
C 7.15726 -0.93864 -0.87780 0.0 0.0 0.0
C 6.46897 -2.07507 -1.31640 0.2 0.0 0.0
C 5.10908 -2.11282 -1.22372 -0.3 0.0 0.1
C 4.39343 -1.00702 -0.70609 0.0 0.4 0.0
C 2.96935 -1.10836 -0.57023 0.3 -0.6 0.0
O 2.21772 -0.02435 -0.32544 -1.0 0.3 -0.1
N 2.34298 -2.23634 -0.65194 0.2 -0.2 0.1
N 1.02600 -2.05940 -0.47154 -0.1 1.1 0.6
C 0.35605 -3.05016 -0.00138 0.0 -0.3 -0.1
C -1.07157 -2.96690 -0.08547 -0.2 0.0 0.2
C -1.89729 -4.02912 0.22155 0.0 -0.1 0.0
C -3.24562 -3.93689 -0.09776 0.0 0.0 0.0
C -3.69004 -2.80089 -0.74813 0.0 0.0 0.0
C -2.79667 -1.76567 -0.98445 0.1 0.0 0.0
N -1.51355 -1.81551 -0.62760 0.4 0.6 0.2
H 3.54666 1.13026 0.20381 0.2 -0.1 0.0
H 7.00728 1.04278 -0.04486 0.0 0.0 0.0
H 8.23806 -0.92007 -0.92839 0.0 0.0 0.0
H 7.00921 -2.91852 -1.72145 0.0 0.0 0.0
H 4.56174 -2.98295 -1.55825 0.0 0.0 0.0
H 0.86942 -3.94730 0.32460 0.1 -0.1 -0.2
H -1.48503 -4.91931 0.67872 0.0 0.0 0.0
H -3.92254 -4.74969 0.13023 0.0 0.0 0.0
H -4.71467 -2.70591 -1.08031 0.0 0.0 0.0
H -3.13290 -0.88791 -1.51025 -0.1 0.0 0.0
```
Forces are in eV/Å.

## Properties
2S+1   2
LUMO level (alpha / beta)   -11.157 / -11.093 eV
Molar mass   675.73 g/mol
Charge   +3
Expectation value of S²   0.762

Results of the Mulliken charge analysis, in e, for atoms 1 through 5: 2.02, 0.15, -0.32, -0.86, 0.85